Record 1
Molecular formula: C25H55HgN2O9S3
Method: DFT, wB97M-V/def2-TZVPD

Each line ends with the Löwdin charge.
Element x y z (Å)
O1 22.89143 8.80213 4.83289  -0.060
S1 20.58206 7.70292 7.93894  0.759
H1 21.91491 12.01202 -0.16962  0.089
C1 24.25117 4.79082 3.35436  -0.212
H2 13.93790 12.51820 2.78773  0.074
H3 21.18539 13.28324 6.02468  0.099
H4 17.76024 6.44744 5.85294  0.116
S2 25.03601 6.06481 5.61542  0.767
C2 18.18422 14.36567 0.56630  -0.069
S3 19.12771 12.03340 5.53756  0.723
C3 23.61233 5.26633 4.70262  -0.196
C4 14.91441 12.06787 2.96589  -0.075
O2 25.90851 5.01174 6.14367  -0.317
H5 21.96210 17.21879 -0.05987  0.071
H6 18.17668 15.45502 0.52928  0.056
C5 19.10532 8.04853 6.84292  -0.155
H7 20.89194 12.11015 7.20778  0.083
O3 18.54930 10.91548 6.26970  -0.323
C6 18.79500 6.73024 6.04631  -0.184
H8 25.22021 7.73770 3.94656  0.067
H9 25.91212 5.59881 2.10320  0.117
H10 14.65753 10.91892 1.15239  0.116
H11 18.79665 9.15385 2.28645  0.050
H12 22.81816 11.62792 1.26702  0.076
H13 17.70120 11.42540 2.55329  0.081
H14 19.37353 10.06904 0.97828  0.057
H15 20.51876 16.15363 1.59876  0.110
C7 19.43304 13.77386 1.28976  -0.251
H16 22.97885 6.11989 4.46130  0.082
C8 14.92025 10.73738 2.19456  -0.251
H17 19.06773 5.27994 7.52353  0.121
H18 26.80686 6.74983 4.08204  0.097
C9 15.27344 8.63188 4.23431  -0.091
H19 23.18263 4.44915 5.28200  0.109
O4 21.30453 9.86162 3.71683  0.184
C10 18.81659 14.63566 6.13505  -0.204
H20 17.12209 11.35574 0.99901  0.111
C11 25.72785 6.77328 3.92943  -0.124
C12 16.42568 9.51149 3.72071  -0.246
H21 22.69695 15.64637 -0.59644  0.080
H22 19.35083 13.95743 2.36104  0.093
H23 19.29271 12.69589 1.20986  0.081
H24 17.12586 8.68683 3.58733  0.102
H25 24.52260 6.58713 2.15639  0.115
C13 21.90630 12.11092 0.91585  -0.095
C14 20.97967 6.12545 7.11878  -0.221
H26 22.75982 14.03602 1.25404  0.098
C15 18.02361 13.51815 5.53348  -0.204
H27 20.73303 10.54137 4.08144  0.048
O5 22.35411 10.67309 5.44959  -0.018
H28 23.41981 4.61979 2.67048  0.121
O6 20.26223 7.37106 9.32999  -0.295
H29 20.29183 14.71656 7.87374  0.108
H30 18.26357 14.02725 -0.46679  0.083
C16 25.09313 5.88421 2.76343  -0.191
H31 24.78333 3.85357 3.51706  0.122
H32 18.30802 8.48338 7.44568  0.105
H33 21.05323 11.56788 1.32261  0.040
C17 18.44411 9.69794 1.41022  -0.067
C18 20.37008 12.85655 6.60891  -0.217
H34 21.63169 5.55808 7.78291  0.117
Hg1 23.85287 9.44669 6.95753  1.413
N1 16.16268 10.02163 2.36023  -0.180
H35 19.78645 4.78855 5.93867  0.122
C19 19.63220 5.60145 6.64825  -0.217
N2 20.72974 14.18494 0.71602  -0.144
C20 20.80137 15.65974 0.66908  -0.253
O7 21.66931 8.59977 7.57266  -0.438
H36 15.05203 7.81500 3.54745  0.085
H37 19.02109 13.67200 8.21506  0.109
H38 19.51245 15.11502 5.44650  0.121
H39 17.21040 13.17486 6.17297  0.109
H40 19.42520 8.80353 6.12477  0.064
H41 18.06029 8.98905 0.67656  0.080
H42 15.59896 8.17505 5.16889  0.061
C21 19.61061 14.03002 7.37104  -0.155
H43 15.63220 12.81014 2.61676  0.053
H44 16.56261 10.27339 4.48808  0.096
H45 14.40925 9.26156 4.44591  0.066
O8 24.62404 7.14429 6.55936  -0.463
H46 14.98860 11.83510 4.02816  0.064
C22 22.16674 16.17855 0.19334  -0.090
O9 19.75323 11.95619 4.23624  -0.334
H47 19.09665 6.84653 5.00535  0.107
C23 22.17707 9.77809 4.65032  -0.908
H48 19.98752 16.09634 0.09017  0.092
H49 18.15235 15.38465 6.56621  0.118
H50 17.27736 13.96581 1.01996  0.052
H51 17.71196 13.63963 4.49608  0.097
H52 21.89240 13.50492 2.51091  0.112
H53 14.07221 10.12437 2.49975  0.103
H54 21.61199 6.27612 6.24381  0.069
H55 22.85166 16.24976 1.03827  0.062
C24 17.36270 10.68756 1.82589  -0.255
C25 21.82989 13.49302 1.42277  -0.274

Properties
Net charge: +1
LUMO: -6.82 eV
2S+1: 1
Highest occupied orbital energy: -9.94 eV
Molar mass: 824.511 g mol⁻¹

***

Record 2
Molecular formula: C5H10BrISi
Method: DFT, wB97M-V/def2-TZVPD

Each line ends with the Löwdin charge.
Element x y z (Å)
Br1 3.73621 0.52883 0.53270  0.621
H1 -1.34752 -3.29124 1.23357  0.023
C1 -1.32638 -2.32965 1.74107  -0.212
H2 2.91762 3.45036 -1.81848  0.056
H3 -1.66142 -2.36234 -1.50638  0.025
C2 3.43790 2.81695 -1.12056  -0.099
C3 2.89081 1.69591 -0.70172  -0.672
H4 4.40611 3.14640 -0.77972  0.050
C4 -1.26918 0.77244 0.97125  -0.836
C5 -2.17078 -1.45493 -1.18571  -0.218
H5 -0.95397 1.12182 1.93921  -0.071
Si1 -1.59768 -0.90093 0.52955  0.623
H6 -2.08385 -2.34075 2.51819  0.021
I1 -1.32709 2.36230 -0.45753  0.631
H7 -3.24148 -1.64913 -1.20278  0.026
H8 -1.96763 -0.67928 -1.91748  0.005
H9 -0.36146 -2.22994 2.22618  0.023
H10 1.91979 1.34317 -1.00136  0.006

Properties
Net charge: 0
ΔE to the lowest compared entry with this formula, charge and spin: 139.01 kJ/mol
LUMO: 0.38 eV
2S+1: 1
SMILES string: C[Si](C)=CI.C=CBr
Highest occupied orbital energy: -7.81 eV
Molar mass: 305.029 g mol⁻¹

***

Record 3
Molecular formula: C35H32N5OPS10Zr
Method: DFT, wB97M-V/def2-TZVPD

Each line ends with the Löwdin charge.
Element x y z (Å)
C1 -3.70024 2.99187 1.66663  -1.027
C2 -0.79459 3.54466 -0.19844  -0.853
H1 -0.65002 4.66939 2.73935  0.101
H2 -5.30040 1.71191 -0.72808  0.002
H3 -1.58128 -1.09814 3.37440  0.043
N1 -0.46710 3.38345 1.09074  0.039
C3 2.96828 1.67927 0.26932  -0.054
H4 4.20707 -1.31555 2.34388  0.101
H5 0.14738 -3.72667 5.91083  0.096
C4 -5.66225 2.63059 -0.27144  -0.400
C5 1.51641 -1.82083 3.47362  -0.103
C6 0.43466 -4.32409 3.87370  -0.063
H6 -3.27395 -1.53325 2.96645  0.074
O1 -1.78385 -2.19718 1.70724  -0.394
C7 -1.63776 -1.08022 -3.43095  -1.112
N2 -0.81304 4.89367 -0.45959  0.004
S1 -2.65708 -0.45686 -2.17900  0.447
H7 0.90979 4.76401 1.90148  0.114
S2 -3.18148 0.50133 0.65436  0.488
H8 5.25093 0.90015 2.65931  0.088
H9 6.44828 -5.52405 -0.35083  0.092
S3 -3.68403 4.06314 3.03374  0.868
C8 4.93926 -4.25085 -1.19344  -0.058
C9 1.43582 -2.70755 2.40129  -0.329
H10 1.75165 -0.53537 -1.68827  -0.038
H11 -6.25782 2.39751 0.60981  0.042
C10 4.44768 0.77325 1.94453  -0.104
C11 5.58014 -4.90698 -0.15344  -0.102
C12 5.09416 -4.76885 1.13565  -0.097
H12 -1.39715 5.18050 -1.22871  0.116
C13 -2.24627 -1.88812 3.02659  -0.127
C14 -2.91319 3.03046 4.15129  -1.525
C15 3.86335 -0.46877 1.75873  -0.104
C16 3.81748 -3.45346 -0.97903  -0.259
S4 -2.53168 3.47700 5.71748  0.412
C17 0.52362 -3.44008 4.93612  -0.096
C18 -3.24862 -0.43039 -5.16651  -0.276
C19 -0.16676 4.62864 1.76267  -0.138
S5 -2.88774 -4.60432 1.85230  0.574
N3 0.18361 0.88095 2.43230  0.029
C20 -0.75970 5.65547 0.78271  -0.158
H13 3.59804 -3.88434 2.37416  0.102
S6 -0.15020 -1.76414 -2.90724  0.545
N4 -4.24252 0.03381 -5.52081  0.117
H14 2.10963 -2.81929 -2.12965  0.009
C21 0.88417 -3.98406 2.59958  -0.289
Zr1 -0.72240 -0.75409 -0.45631  0.928
C22 3.97190 1.85433 1.20577  -0.097
C23 -2.00239 -1.01339 -4.76195  -0.390
C24 0.76980 -5.02634 1.51549  -0.087
H15 -1.75438 5.97901 1.10415  0.101
H16 5.30879 -4.35699 -2.20686  0.103
P1 1.88087 -2.20002 0.69830  1.124
S7 -2.59252 1.49253 3.47962  0.915
C25 3.32341 -3.31600 0.32577  -0.278
C26 1.06826 -2.18002 4.73541  -0.085
H17 -0.18150 -5.55201 1.60773  0.047
H18 4.39909 2.83985 1.35502  0.091
S8 -4.28278 3.70502 0.17621  0.774
C27 3.97355 -3.98208 1.36313  -0.101
H19 3.44935 -1.68497 -2.14079  0.086
H20 -0.01764 -5.29925 4.01472  0.111
C28 -0.08629 0.17386 1.55196  -0.371
H21 -0.12079 6.53254 0.67937  0.104
H22 0.79966 -4.60916 0.51069  0.024
H23 -6.27051 3.19299 -0.97891  0.025
C29 2.38422 0.42742 0.05373  -0.341
H24 1.12147 -1.46216 5.54363  0.101
H25 1.58660 -5.74785 1.60134  0.084
C30 2.81377 -0.63517 0.85924  -0.338
C31 1.35199 0.20794 -1.00214  -0.348
S9 -1.44940 -3.33163 -0.48102  0.530
C32 -2.07260 -3.36101 1.11325  -1.319
C33 -3.19525 1.74161 1.85702  -1.067
H26 -2.16992 -2.77476 3.65394  0.052
H27 1.17033 1.11479 -1.58093  0.012
H28 3.54162 -3.17166 -3.08840  0.081
C34 3.19600 -2.74735 -2.14641  -0.061
H29 2.61705 2.52032 -0.31881  0.107
H30 5.57623 -5.27120 1.96539  0.094
H31 1.90645 -0.82459 3.31584  0.078
N5 -0.48193 -1.92638 -6.64459  0.114
C35 -1.15191 -1.52400 -5.79678  -0.277
H32 -0.22160 2.46420 1.46004  0.053
S10 -1.22700 2.35835 -1.28107  0.630

Properties
Net charge: -2
ΔE to the lowest compared entry with this formula, charge and spin: 0.00 kJ/mol
LUMO: 3.80 eV
2S+1: 1
Highest occupied orbital energy: -2.77 eV
Molar mass: 981.543 g mol⁻¹

***

Record 4
Molecular formula: C6H16N2O2
Method: DFT, wB97M-V/def2-TZVPD

Each line ends with the Löwdin charge.
Element x y z (Å)
C1 1.03248 -0.14660 -2.05515  -0.069
H1 -0.52744 -0.18948 3.47725  0.083
O1 1.80225 0.10064 2.22072  -0.076
H2 -0.65648 -1.62425 0.85050  0.071
H3 1.02630 0.55560 -2.89572  0.089
H4 -2.13847 -1.13636 -1.58259  0.082
H5 -1.24095 -1.11377 -3.11850  0.091
H6 -0.77447 -2.25316 -1.83744  0.085
O2 -2.00861 0.67588 -0.32378  0.013
H7 -0.64061 2.75164 -0.01429  0.087
H8 1.76290 0.18398 -1.31842  0.085
C2 0.33540 -1.53162 1.28135  -0.024
C3 -0.81400 0.71843 -0.61241  -0.517
H9 2.14197 0.97552 1.99074  0.084
N1 0.49856 -0.01852 1.62133  -0.288
H10 0.37480 -2.08061 2.22636  0.076
H11 1.12369 -1.89737 0.62649  0.077
H12 1.32047 -1.11995 -2.45163  0.087
C4 -1.15570 -1.24744 -2.03671  -0.061
H13 -1.44982 0.44460 2.09155  0.075
H14 0.88951 1.87105 -0.03556  0.060
N2 -0.27409 -0.26493 -1.44603  -0.183
H15 -0.24066 1.46828 2.88873  0.088
H16 0.14345 2.40486 -1.56773  0.083
C5 -0.48222 0.44740 2.58787  -0.090
C6 -0.04824 2.02618 -0.56691  -0.007

Properties
Net charge: 0
ΔE to the lowest compared entry with this formula, charge and spin: 332.03 kJ/mol
LUMO: 0.73 eV
2S+1: 1
SMILES string: CC(=O)N(C)C.CN(C)O
Highest occupied orbital energy: -8.77 eV
Molar mass: 148.206 g mol⁻¹

***

| no. | orbital gap (eV) |
| --- | --- |
| 1 | 3.124 |
| 2 | 8.193 |
| 3 | 6.570 |
| 4 | 9.502 |